1.
C9H19KO7 as an isolated structure in a non-equilibrium geometry. Source: OMol25; level of theory: the ωB97M-V functional and the def2-TZVPD basis.

Geometry as XYZ:
```
36
Properties=species:S:1:pos:R:3:forces:R:3:mulliken_spin:R:1
K -1.03371 -4.64032 -4.03480 0.4 0.1 0.6 1.132
C -0.71111 -3.68917 -0.79965 2.9 -1.9 -0.9 -0.105
O 0.50379 -4.24530 -1.31381 -1.4 0.8 -0.2 -0.088
H -0.52766 -2.96855 -0.00269 -0.1 0.6 0.3 0.008
H -1.24981 -3.22006 -1.62296 -0.9 0.5 0.0 0.063
H -1.25578 -4.51929 -0.34985 -1.0 0.0 0.2 -0.016
C 0.94979 0.70981 0.68592 0.2 0.4 -1.1 -0.002
C 1.64923 -0.64330 0.80395 -1.9 0.2 1.9 0.005
O 2.91432 -0.47723 1.33420 3.6 -0.1 0.4 0.000
C 3.77779 -1.53894 1.30954 -1.5 -1.2 -3.0 0.001
O 3.53541 -2.62583 0.74781 1.1 3.4 2.6 -0.001
O 4.97064 -1.17622 1.80459 0.6 -0.4 0.0 0.000
C 5.40283 0.17071 1.95836 -0.4 1.3 1.1 0.000
H 0.89872 1.39686 1.53059 0.2 -0.9 0.9 0.000
H -0.08265 0.49682 0.40876 0.1 0.2 -0.3 0.000
H 1.42888 1.39236 -0.01600 -0.2 -0.3 -0.8 -0.001
H 1.64614 -1.33534 -0.03816 -0.3 0.3 -0.1 0.000
H 1.17675 -1.05514 1.69571 -1.0 -1.0 -0.6 0.000
H 5.51969 0.43513 3.00932 -0.2 -0.6 0.4 0.000
H 4.70815 0.94761 1.63905 -0.1 -0.5 -0.6 0.000
H 6.40202 0.39338 1.58402 -0.1 -0.8 -0.7 0.000
C -3.25830 -0.32125 -2.02803 -1.2 -1.7 0.9 0.014
C -2.81004 1.02785 -2.28759 0.8 1.9 -1.0 0.042
O -2.02308 1.69455 -1.26520 -0.8 -0.3 -0.3 -0.022
C -2.63807 2.22658 -0.20944 -2.5 -1.4 -0.4 0.002
O -3.79773 2.05095 0.14999 1.4 0.4 -0.6 -0.001
O -1.74575 2.95156 0.36804 2.5 1.4 1.1 -0.005
C -2.02737 3.82198 1.44774 -1.2 -0.2 0.4 0.000
H -3.51013 -0.74869 -2.99858 0.6 -0.5 0.0 0.003
H -4.21070 -0.43798 -1.51094 0.0 0.6 0.4 -0.003
H -2.52421 -0.86250 -1.43116 0.1 -0.4 -0.5 -0.023
H -3.61766 1.65315 -2.66816 -0.1 0.4 0.5 -0.002
H -2.09876 1.01626 -3.11345 0.2 -0.1 0.1 -0.001
H -2.99767 4.26939 1.23222 0.1 0.5 0.2 0.000
H -1.22011 4.54254 1.57901 -0.1 -0.1 -0.5 0.000
H -2.14384 3.30760 2.40165 0.1 -0.4 -0.1 0.000
```
Forces are in eV/Å.

M   278.34 g/mol
Charge   -1
Multiplicity   2
Energy   -1480.83888 Eh
Orbital gap (spin up / spin down)   0.10293 / 0.19287 Ha

---

2.
A 2-piece molecular cluster, C2H9N2O2 overall in a non-equilibrium geometry. Source: OMol25; level of theory: the ωB97M-V functional and the def2-TZVPD basis.

Geometry as XYZ:
```
15
Properties=species:S:1:pos:R:3:forces:R:3:lowdin_charge:R:1
N 1.28900 1.50641 0.05364 -1.0 0.4 0.2 0.208
C 0.15945 0.56232 0.26110 -0.3 -2.3 0.4 -0.072
C 0.01984 -0.34425 -1.00048 0.7 2.9 0.5 -0.507
N -0.74736 -1.40767 -0.88327 -0.5 -0.8 -0.7 0.220
O 0.67139 0.06009 -1.95064 -0.3 -0.8 -0.5 0.064
H 1.31953 1.62400 -0.97554 0.4 -0.3 -0.2 0.159
H 1.01682 2.39024 0.48345 0.3 0.1 -0.1 0.175
H 2.18984 1.23474 0.44150 0.0 -0.3 -0.2 0.181
H -0.71856 1.08934 0.60588 -0.2 0.2 -0.4 0.132
H 0.30550 -0.21524 1.01261 0.8 0.8 0.4 0.107
H -1.29678 -1.65459 -0.07613 0.2 0.4 0.2 0.124
H -0.96237 -1.91658 -1.72610 0.1 -0.1 -0.1 0.140
H -1.91332 -0.53952 3.16406 -0.6 0.3 -0.4 0.068
H -0.51166 -0.83040 3.07788 0.8 -0.2 0.0 0.052
O -1.19259 -0.44508 2.52769 -0.4 -0.2 0.6 -0.052
```
Forces are in eV/Å.

Energy relative to the best compared isomer or geometry (same formula, charge and spin)   0.9477 eV
M   93.11 g/mol
Charge   +1
Energy   -341.36530 Eh
Orbital gap   0.41060 Ha

---

3.
A 17-piece molecular cluster, C20H74N12O17 overall in a non-equilibrium geometry. Source: OMol25; level of theory: the ωB97M-V functional and the def2-TZVPD basis.

Geometry as XYZ:
```
123
Properties=species:S:1:pos:R:3:forces:R:3:lowdin_charge:R:1
C -2.17318 -3.24585 -0.29651 -1.0 -0.6 -0.7 -0.067
C -2.33765 -3.71788 1.09161 -1.2 -1.7 -1.4 -0.332
O -2.08917 -2.74171 2.02383 -0.5 1.7 1.8 -0.097
H -2.71740 -3.95883 -0.94711 0.6 0.2 0.0 0.106
H -1.12231 -3.22513 -0.50479 0.3 0.4 -0.7 0.046
H -2.66641 -2.29792 -0.42684 0.3 0.5 -0.2 0.034
H -1.68485 -4.54094 1.21815 0.7 -1.1 0.6 0.097
H -3.35518 -4.04343 1.27687 -0.3 -0.6 -0.2 0.127
H -3.00085 -2.58378 2.30890 0.7 0.7 0.8 0.110
C -2.76488 1.86272 1.21725 1.5 -0.9 -1.5 -0.126
C -3.72691 2.94596 1.52357 0.5 0.4 -1.0 -0.329
O -3.88534 2.93675 2.90635 -1.0 0.0 1.2 -0.073
H -2.50488 1.81900 0.13591 -0.4 -0.3 0.5 0.083
H -3.08553 0.88475 1.57544 -0.6 -0.2 -0.3 0.056
H -1.79816 1.94634 1.71795 -0.3 0.6 0.1 0.036
H -4.68294 2.76275 1.01001 0.1 0.2 0.0 0.113
H -3.31401 3.91939 1.14527 -0.5 -0.6 0.7 0.132
H -4.24521 2.04464 3.07897 0.2 0.7 0.3 0.087
C -0.04413 3.50705 0.59773 1.8 -1.7 -1.0 -0.064
C 1.46812 3.56084 0.82107 -0.5 0.9 -0.7 -0.333
O 1.83346 4.90332 0.84444 0.9 1.9 0.4 -0.095
H -0.33944 4.14121 -0.22051 0.1 0.2 -0.6 0.079
H -0.59675 3.84724 1.43318 -0.5 -0.2 1.1 0.063
H -0.15632 2.45963 0.28321 -1.1 0.4 0.3 0.054
H 2.02218 3.17764 -0.06978 -0.5 -0.9 0.8 0.084
H 1.76764 3.13035 1.79021 0.1 -0.1 -0.8 0.092
H 1.63430 5.25841 -0.03755 0.1 -0.1 0.3 0.054
C -0.33268 -0.17467 -0.02019 -5.1 -0.7 -3.9 -0.587
O -1.33735 -0.28555 -0.91857 3.6 0.4 3.3 -0.110
N -0.51774 -0.49390 1.21937 -1.3 -0.7 1.9 0.234
N 0.86262 0.19930 -0.35699 2.8 1.3 -1.5 0.202
H -1.32571 -1.06750 1.36042 -0.5 0.0 0.3 0.075
H 0.17154 -0.60548 1.96214 0.4 0.2 -0.2 0.076
H 1.03436 0.38946 -1.34294 -0.3 0.1 0.4 0.094
H 1.52882 0.54108 0.34799 -0.1 0.0 -0.2 0.096
C 3.99762 0.89403 0.10213 -2.7 1.0 5.8 -0.510
O 3.22569 0.88482 1.28335 3.3 0.5 -6.3 -0.144
N 4.60322 1.95622 -0.36525 0.8 2.2 -0.2 0.222
N 4.10989 -0.14797 -0.68398 1.3 -6.1 -1.2 0.115
H 4.50527 2.87147 0.01343 -0.4 0.2 1.1 0.121
H 5.04710 2.04514 -1.27284 -0.1 -1.1 -0.3 0.105
H 3.53712 -1.01118 -0.44907 0.7 1.3 0.4 0.115
H 5.00253 -0.50223 -1.20927 -1.9 1.9 1.3 0.203
C 1.86837 -0.86978 4.07853 -1.8 2.0 5.9 -0.631
O 1.38207 -0.84184 5.35547 1.7 -1.1 -5.1 -0.124
N 2.79337 -0.06748 3.68368 3.9 2.8 1.3 0.171
N 1.37112 -1.45539 3.03490 -2.9 -4.8 -2.3 0.116
H 3.34856 0.37098 4.39875 -0.2 0.3 0.2 0.126
H 3.03090 0.22647 2.73061 -0.2 -0.7 0.2 0.042
H 0.89827 -2.37692 3.26226 0.5 1.7 -0.5 0.055
H 1.91581 -1.63620 2.15737 0.2 0.9 1.3 0.080
C 3.91768 1.09638 -3.75229 6.8 1.0 1.8 -0.629
O 5.30250 1.14141 -3.50041 -6.4 -0.3 -1.1 -0.155
N 3.03058 0.76454 -2.90440 0.5 -1.2 3.5 0.177
N 3.37567 1.49772 -4.87679 0.8 1.5 -4.6 0.121
H 3.47837 0.46722 -2.01538 -1.2 0.0 -0.7 0.037
H 2.05179 0.58212 -3.12267 -0.6 0.0 0.0 0.033
H 4.10320 1.72142 -5.56582 -0.9 0.2 0.1 0.143
H 2.43606 1.91481 -4.96081 1.2 0.0 0.4 0.131
C 0.53702 -4.82764 3.65579 -1.1 -5.2 -5.9 -0.594
O 0.47509 -5.61671 2.50796 0.4 3.9 5.4 -0.138
N 0.99760 -5.30924 4.78323 1.6 -3.1 1.3 0.162
N 0.02705 -3.62831 3.70975 -1.8 2.1 0.7 0.135
H 1.18490 -6.33504 4.72852 0.1 1.6 0.3 0.145
H 1.06237 -4.84071 5.68295 -0.2 -0.1 -0.6 0.125
H -0.72088 -3.38728 3.02687 0.5 0.0 0.8 0.106
H 0.02327 -3.18383 4.65592 -0.5 -0.2 -1.2 0.151
C 0.37440 -0.28015 -4.57701 -2.3 0.3 4.7 -0.557
O 0.48971 0.30539 -3.29795 -0.5 -2.6 -6.0 -0.162
N -0.73962 -0.91805 -4.95952 -2.8 0.2 -0.4 0.150
N 1.34535 -0.39519 -5.41698 4.3 0.2 -2.0 0.159
H -1.63257 -0.68864 -4.36825 1.6 -0.6 -0.4 0.080
H -0.93627 -1.21030 -5.97094 1.0 0.8 2.2 0.152
H 2.20163 0.19435 -5.16524 -1.0 -1.8 -1.2 0.080
H 1.34962 -1.13086 -6.20584 0.0 2.1 2.0 0.176
C 1.89197 -3.39787 0.60176 -0.2 0.4 0.1 -0.062
O 2.31420 -1.98392 0.55859 -1.6 -1.3 -0.4 -0.187
H 2.11823 -3.88648 1.53765 0.0 0.4 0.5 0.069
H 2.46599 -3.89987 -0.10985 1.1 -0.8 -1.3 0.055
H 0.85807 -3.65352 0.32381 0.1 0.9 0.3 0.086
H 1.53125 -1.47588 0.22493 0.9 -0.4 -0.1 0.048
C -3.78737 -1.04005 -3.31334 -0.7 -1.2 -0.1 -0.135
O -2.55175 -0.41523 -3.18022 -0.3 0.2 0.7 -0.156
H -3.99502 -0.95509 -4.37215 -0.7 -0.1 -0.2 0.081
H -4.58892 -0.57333 -2.71432 0.4 0.0 -0.4 0.072
H -3.75659 -2.13996 -3.05295 0.0 1.0 -0.2 0.103
H -2.25391 -0.50005 -2.25226 0.6 0.2 0.1 0.041
C 1.53531 -2.86322 -2.71749 -0.3 -0.1 -0.5 -0.147
O 0.35180 -2.43654 -2.09648 0.3 -0.1 0.6 -0.123
H 1.68196 -3.86863 -2.38050 0.4 -0.6 0.0 0.073
H 2.43342 -2.26331 -2.49972 -0.3 0.1 0.0 0.079
H 1.33105 -2.87659 -3.79060 0.6 -0.1 -0.2 0.075
H 0.08051 -1.67206 -2.59533 -0.6 0.9 0.2 0.021
C 0.34729 2.49188 3.93677 -1.0 -0.3 -0.7 -0.160
O 0.29506 2.14508 5.31918 0.3 0.3 -0.4 -0.116
H 0.99901 1.88137 3.30713 0.4 -0.2 0.5 0.054
H 0.59576 3.54447 3.71930 0.2 -0.3 0.9 0.089
H -0.64189 2.37549 3.45468 0.1 0.0 0.4 0.052
H 0.47709 1.19891 5.47785 0.2 0.3 -0.5 0.044
C -4.87445 -0.86679 -0.06402 0.1 -2.4 0.3 -0.175
O -6.06399 -0.78881 0.68748 0.4 0.3 0.3 -0.085
H -3.98761 -0.95073 0.58614 -0.6 -0.3 -0.1 0.067
H -4.65680 -0.08467 -0.69408 0.1 2.7 -1.0 0.039
H -4.94024 -1.67915 -0.81956 0.3 -0.3 0.9 0.084
H -6.77730 -0.66823 0.06526 -0.4 0.1 -0.1 0.076
C 1.90775 3.81189 -2.61112 0.7 -0.1 -1.4 -0.180
O 1.79451 5.08369 -2.05123 0.7 1.3 0.9 -0.109
H 1.63912 3.97311 -3.65309 -0.2 -0.7 -0.4 0.070
H 1.21265 3.12073 -2.14447 0.1 0.0 0.1 0.065
H 2.94959 3.43464 -2.64083 -0.5 0.0 0.5 0.080
H 2.54715 5.62352 -2.36234 -0.7 -0.4 0.3 0.113
C -2.15822 0.32898 4.51886 0.7 -1.4 -0.4 -0.142
O -3.23817 -0.58962 4.66238 -0.1 -0.4 0.7 -0.111
H -1.49755 -0.04937 3.71805 -0.1 0.6 0.1 0.072
H -1.54046 0.39179 5.40984 -0.4 -0.4 0.3 0.079
H -2.53345 1.29628 4.33919 -0.2 1.3 -0.5 0.049
H -3.66278 -0.72544 3.81531 0.0 0.2 -0.2 0.047
C -1.12079 2.57895 -3.58589 0.1 0.0 -1.4 -0.187
O -1.28377 2.15752 -2.25438 0.0 0.8 -0.5 -0.125
H -1.47922 1.84338 -4.33934 0.1 0.1 0.6 0.070
H -0.06684 2.79890 -3.88463 -0.6 -0.2 0.4 0.043
H -1.69090 3.48740 -3.85322 0.1 -0.2 0.8 0.088
H -1.10022 1.20757 -2.18954 0.0 0.1 0.0 0.011
```
Forces are in eV/Å.

Energy relative to the best compared isomer or geometry (same formula, charge and spin)   0.0000 eV
M   754.88 g/mol
Charge   0
Energy   -2742.39586 Eh
Orbital gap   0.32743 Ha

---

4.
One molecule with the formula C5H11NOS in a non-equilibrium geometry. Source: OMol25; level of theory: the ωB97M-V functional and the def2-TZVPD basis.

Geometry as XYZ:
```
19
Properties=species:S:1:pos:R:3:forces:R:3:lowdin_charge:R:1
C -0.75828 -0.58341 1.88455 -1.3 -1.5 0.2 -0.127
C -0.32479 -0.01997 0.47062 1.0 1.1 0.9 -0.756
S -1.70475 0.98809 -0.22492 1.5 1.0 -0.6 0.745
C 0.94307 0.97349 0.43068 -1.9 -0.7 3.0 -0.294
O 1.28824 1.07150 -0.90345 0.0 -0.8 -0.6 -0.175
C 1.06654 -0.26731 -1.57812 0.3 0.6 2.7 -0.023
C 0.21707 -1.11286 -0.46909 -1.1 2.5 -1.1 -0.424
N 0.99417 -1.89461 0.35560 6.6 -2.9 -1.7 -0.001
H -1.33698 -1.63875 1.70531 0.9 2.5 0.3 0.105
H 0.21544 -0.99096 2.38252 -1.9 1.5 -0.1 0.086
H -1.59583 0.13276 2.50298 3.0 -2.0 -1.6 0.133
H -0.77435 2.00314 -0.61634 -1.6 -1.2 0.2 -0.054
H 0.47776 1.80649 0.98517 0.4 1.0 -1.4 0.100
H 1.74599 0.77804 1.17592 0.0 -1.0 -1.0 0.125
H 0.58835 -0.00370 -2.50206 -0.6 -0.3 -0.3 0.102
H 2.09730 -0.64082 -1.79866 -0.9 -0.2 0.4 0.121
H -0.67632 -1.60778 -0.76545 -0.7 -0.6 -1.6 0.112
H 1.85449 -2.43360 -0.20026 -3.3 1.6 2.2 0.177
H 0.55338 -2.46373 1.03603 -0.4 -0.7 0.1 0.049
```
Forces are in eV/Å.

Energy relative to the best compared isomer or geometry (same formula, charge and spin)   3.9838 eV
M   133.22 g/mol
Charge   0
Energy   -725.17848 Eh
Orbital gap   0.35001 Ha